2 unconnected molecules or ions with the total composition C14H16. Source: the Open Molecules 2025 dataset; level of theory: ωB97M-V with the def2-TZVPD basis set.

The gap between HOMO and LUMO (spin up / spin down) comes out at 7.130 / 3.275 eV. As for the charge: +1. As for the total energy: -14768.97498 eV. The expectation value of S² is 0.77. The LUMO energy (spin up / spin down) is -4.3 / -8.2 eV. As for the spin multiplicity: 2. The value obtained for the highest occupied orbital energy (spin up / spin down) is -11.461 / -11.433 eV. As for the energy above the lowest of the compared OMol25 structures with the same formula, charge and spin: 9.83 kJ/mol.

Atoms and positions in Å:
C 0.064 -0.673 -4.146
C 1.433 -0.917 1.516
H -0.999 -3.473 -0.671
H 1.639 3.738 1.335
H 0.241 3.969 3.402
C -2.121 -0.251 -1.129
H -2.474 -1.815 0.352
H 2.246 1.435 0.532
C 1.267 2.857 1.859
H -0.670 2.042 4.488
H -0.036 -0.295 3.653
H -2.757 0.452 -0.612
C 0.307 0.614 3.169
H 0.638 -1.277 0.875
H 1.488 -1.686 2.289
C 0.478 2.998 2.982
H 0.416 -2.841 -2.609
H -0.366 -1.350 -4.899
H 2.358 -0.886 0.944
C -0.560 -0.929 -2.844
C 1.149 0.459 2.066
C -0.028 1.874 3.626
C -1.943 -1.524 -0.544
H -0.118 0.337 -4.542
C -1.044 -2.478 -1.096
C -0.326 -2.176 -2.198
H -1.578 0.993 -2.772
H 1.142 -0.833 -4.139
C -1.450 0.043 -2.274
C 1.608 1.592 1.389

***

4 unconnected molecules or ions with the total composition C4H16O4. Source: the Open Molecules 2025 dataset; level of theory: ωB97M-V with the def2-TZVPD basis set.

The gap between HOMO and LUMO comes out at 9.916 eV. The structure (SMILES) is CO.CO.CO.CO. As for the charge: 0. As for the total energy: -12592.59637 eV. The LUMO energy is 0.4 eV. The value obtained for the highest occupied orbital energy is -9.510 eV. As for the energy above the lowest of the compared OMol25 structures with the same formula, charge and spin: 505.61 kJ/mol.

Atoms and positions in Å:
H 22.064 26.353 10.690
H 22.100 27.399 8.916
O 22.046 25.781 9.870
C 24.557 23.379 9.628
H 22.814 26.008 8.151
O 22.638 26.527 12.497
H 19.115 26.348 12.024
H 20.730 26.227 13.375
O 18.693 27.227 11.989
H 25.001 22.494 9.334
H 23.637 26.852 9.251
O 23.179 23.319 10.079
H 21.435 27.993 13.098
C 22.711 26.650 8.926
H 19.212 28.943 10.706
H 23.625 26.400 12.670
C 18.842 27.853 10.723
H 19.756 27.455 10.219
C 21.648 26.976 13.355
H 25.016 23.961 10.486
H 18.068 27.680 10.068
H 22.912 24.255 9.991
H 24.705 24.056 8.600
H 22.308 27.307 14.169

***

A molecular structure, C39H33BMoN12O3PS. Source: the Open Molecules 2025 dataset; level of theory: ωB97M-V with the def2-TZVPD basis set.

The gap between HOMO and LUMO (spin up / spin down) comes out at 3.945 / 3.892 eV. As for the charge: +2. As for the total energy: -87646.13597 eV. The expectation value of S² is 0.77. The LUMO energy (spin up / spin down) is -8.1 / -8.2 eV. As for the spin multiplicity: 2. The value obtained for the highest occupied orbital energy (spin up / spin down) is -12.081 / -12.081 eV. As for the energy above the lowest of the compared OMol25 structures with the same formula, charge and spin: 0.00 kJ/mol.

Atoms and positions in Å:
C 3.549 1.111 1.380
C 2.667 2.141 -3.983
C 0.937 -3.290 -0.332
C 2.023 1.031 -1.959
O 6.969 -0.053 -3.446
H -1.261 -4.715 -4.757
C 2.752 2.010 -2.602
C 1.332 1.885 1.783
N -4.968 1.518 3.094
H -1.410 -0.626 6.342
H -5.474 -2.853 0.184
C -1.482 -3.754 -4.313
H 1.799 1.404 -5.800
C 1.472 -2.281 -1.153
C 1.109 0.316 -4.094
C -0.906 -0.622 4.189
S 5.934 -0.471 -2.552
C -2.970 -1.873 -4.031
C 1.788 -4.191 0.272
H 3.277 -1.414 -2.014
C -2.059 -1.269 -3.185
C -3.511 -1.832 0.154
C -5.136 -1.037 1.397
N -3.019 2.049 1.631
H 1.319 -1.399 1.678
H 3.411 2.655 -2.036
C -1.659 -0.389 5.323
H 0.478 -0.346 -4.672
H -0.684 3.102 -0.308
H -3.657 0.638 5.392
C 1.730 -0.392 1.668
H 3.254 2.897 -4.486
H -0.138 -3.378 -0.191
H -4.201 3.716 2.106
H 5.829 2.832 1.924
Mo -1.088 0.001 0.978
H 0.067 -1.079 4.099
C -2.441 4.002 0.740
N -4.068 -0.239 1.523
H 2.121 0.895 -0.889
C -0.560 -3.161 -3.462
B -3.747 0.924 2.491
C 3.073 -0.197 1.492
H -7.807 3.113 3.085
C -1.540 3.036 0.346
C -3.348 3.339 1.563
H -6.042 -0.839 1.945
H 0.377 -3.658 -3.243
H 4.755 -3.026 -0.952
C 3.166 -4.094 0.053
C -0.853 -1.920 -2.900
H 3.830 -4.809 0.520
H -6.166 3.488 5.256
C 6.013 0.613 -1.098
C 5.875 2.186 1.058
C -6.835 2.688 3.264
C 4.873 1.290 0.736
H 0.603 2.678 1.883
H -2.447 5.043 0.470
N -4.873 2.199 4.270
H 1.390 -4.980 0.897
C -4.828 -2.058 0.514
C -2.809 0.236 4.864
P 0.353 -1.117 -1.876
H -2.876 -2.385 -0.521
N 7.037 1.423 -0.890
N -0.517 -0.409 -0.579
C 2.678 2.163 1.641
H 7.816 2.841 0.379
C -5.993 2.882 4.381
H -2.277 -0.299 -2.752
C 6.969 2.190 0.198
N -1.891 1.853 0.890
C 1.851 1.300 -4.725
C -2.680 -3.113 -4.594
N -3.053 -0.731 0.772
H 3.012 3.191 1.614
H -3.904 -1.378 -4.262
N -2.741 0.350 3.533
N 4.945 0.492 -0.321
O 6.083 -1.785 -1.953
C 3.690 -3.108 -0.766
C -6.143 1.828 2.461
C 2.842 -2.185 -1.377
N 0.854 0.633 1.717
H 3.732 -1.039 1.338
N -1.560 -0.187 3.099
O 4.566 -0.241 -3.038
H -3.394 -3.579 -5.259
H -6.389 1.431 1.490
C 1.201 0.185 -2.708

***

A molecular structure, C2H10Ba3O4. Source: the Open Molecules 2025 dataset; level of theory: ωB97M-V with the def2-TZVPD basis set.

The gap between HOMO and LUMO comes out at 5.810 eV. As for the charge: +4. As for the total energy: -12468.29627 eV. The LUMO energy is -14.7 eV. The value obtained for the highest occupied orbital energy is -20.501 eV. As for the energy above the lowest of the compared OMol25 structures with the same formula, charge and spin: 0.00 kJ/mol.

Atoms and positions in Å:
H -1.155 -1.585 -4.562
Ba -1.021 -2.614 -1.672
H 2.680 3.175 0.078
C -0.550 -1.873 2.082
H -2.326 -2.489 1.476
H -0.099 0.644 -0.680
H 0.659 2.117 0.507
O -1.423 -2.575 1.147
C 1.349 2.513 1.313
Ba 1.559 -0.117 -3.245
H 0.067 -2.607 2.590
H 1.293 1.778 2.110
O 2.660 2.588 0.840
H -1.140 -1.320 2.807
O -0.377 -0.060 -1.292
H 0.070 -1.163 1.530
Ba -2.279 1.054 -2.804
O -0.950 -0.952 -3.858
H 0.983 3.488 1.633

***

A gas-phase ion, C9H12NOS (charge +1). Source: the Open Molecules 2025 dataset; level of theory: ωB97M-V with the def2-TZVPD basis set.

The gap between HOMO and LUMO comes out at 7.848 eV. The structure (SMILES) is C=[N+](C)Sc1ccccc1OC. As for the charge: +1. As for the total energy: -23891.08073 eV. The LUMO energy is -4.5 eV. The value obtained for the highest occupied orbital energy is -12.384 eV. As for the energy above the lowest of the compared OMol25 structures with the same formula, charge and spin: 246.07 kJ/mol.

Atoms and positions in Å:
H 1.294 -1.324 1.472
H -0.754 -0.777 2.109
C 2.645 1.536 0.368
C 1.696 1.879 -0.588
H -3.194 -2.818 -0.030
H -2.061 -2.190 2.461
H 3.439 2.294 0.352
H -1.918 2.761 -2.210
C -2.228 -3.157 0.122
H 2.020 2.718 -1.143
C -0.774 2.566 -2.050
H -0.358 3.353 -1.407
H 3.326 0.206 1.922
C 0.512 1.116 -0.736
C -1.384 -1.576 1.782
C 2.581 0.425 1.142
C 1.496 -0.421 0.880
H -1.768 -3.520 -0.752
O -0.555 1.296 -1.535
N -1.309 -2.048 0.572
C 0.462 -0.054 0.015
H -0.306 2.810 -3.039
S -0.586 -1.345 -0.717
H -2.277 -3.730 1.008

***

A single C20H27N3O3 molecule. Source: the Open Molecules 2025 dataset; level of theory: ωB97M-V with the def2-TZVPD basis set.

The gap between HOMO and LUMO comes out at 9.690 eV. The structure (SMILES) is CO[C@@H](c1ccccc1)c1nnc(CCC(=O)N2CCCCCCC2)o1. As for the charge: 0. As for the total energy: -31790.65880 eV. The LUMO energy is 0.8 eV. The value obtained for the highest occupied orbital energy is -8.874 eV. As for the energy above the lowest of the compared OMol25 structures with the same formula, charge and spin: 338.31 kJ/mol.

Atoms and positions in Å:
H -3.660 -2.119 2.387
C 3.898 3.120 0.375
C -3.988 -1.512 1.540
H -5.071 1.249 -1.380
H -7.152 -0.489 0.811
H 3.156 1.393 -1.445
H -0.773 -1.106 -2.838
H 7.197 -1.938 1.159
H -6.918 1.675 0.295
N 0.173 -0.967 0.312
H 3.619 3.941 1.032
C 6.283 -0.896 -0.470
H 4.035 3.498 -0.646
H -0.350 -2.669 -2.109
C 3.032 1.073 -0.396
C -3.465 1.586 -0.006
C 5.366 -0.995 1.744
H -4.097 -2.173 0.680
H 5.154 0.226 -1.903
H -2.778 -2.305 -1.931
C -5.950 1.265 0.593
O 1.230 -0.227 -1.450
H -2.841 2.127 -0.725
H 3.500 0.043 2.020
C -0.728 -1.664 -1.901
C 6.361 -1.332 0.841
H -5.973 -1.726 2.263
H 5.424 -1.337 2.766
H -5.763 -0.720 -0.233
C 0.205 -0.972 -0.981
H -5.716 1.686 1.574
C 1.808 0.227 -0.316
C -2.669 -0.311 -1.196
O -2.762 0.341 -2.225
C -5.352 -0.912 1.879
C -6.090 -0.260 0.701
C 5.213 -0.118 -0.880
C 4.292 -0.223 1.338
C 4.216 0.220 0.023
O 2.839 2.196 0.436
C -4.924 1.758 -0.426
H 4.841 2.678 0.719
H -2.058 -2.229 -0.307
N 1.200 -0.203 0.737
C -2.889 -0.479 1.269
H -1.904 -0.955 1.320
H -2.919 0.277 2.056
C -2.121 -1.736 -1.270
H -5.089 2.825 -0.593
H -5.240 -0.190 2.690
H -3.305 2.012 0.987
H 7.056 -1.158 -1.177
N -3.020 0.204 0.000

***

9 unconnected molecules or ions with the total composition C4H27NO9S. Source: the Open Molecules 2025 dataset; level of theory: ωB97M-V with the def2-TZVPD basis set.

The gap between HOMO and LUMO comes out at 9.440 eV. The structure (SMILES) is CN[C@H](CO)CS.O.O.O.O.O.O.O.O. As for the charge: 0. As for the total energy: -35339.00383 eV. The LUMO energy is 0.3 eV. The value obtained for the highest occupied orbital energy is -9.125 eV. As for the energy above the lowest of the compared OMol25 structures with the same formula, charge and spin: 0.12 kJ/mol.

Atoms and positions in Å:
H 0.869 -0.882 -2.841
O 2.771 -3.413 -0.210
C 0.380 1.850 0.638
H -0.488 -2.449 -2.610
H -2.192 -0.194 1.433
H -2.475 2.371 1.042
N -1.763 1.195 -0.517
C -0.646 0.735 0.308
H -1.258 -1.248 -1.848
H 0.312 3.557 -2.553
S 2.002 1.409 1.390
H 1.513 0.491 2.244
H -3.164 -1.464 -0.790
H 4.413 -0.755 -1.106
O 3.508 -0.875 -0.878
H -2.571 0.037 -0.716
H -0.787 -0.362 5.554
H 2.926 -2.793 -0.933
H 0.066 -2.022 -0.538
H -1.831 3.342 -0.209
H 0.560 2.363 -0.287
H 3.281 -0.163 -0.259
H -3.408 2.479 -0.440
H 0.508 2.058 -2.602
O 0.313 -2.259 0.375
H -0.001 2.522 1.397
C -1.221 0.259 1.655
C -2.401 2.426 -0.042
H -0.141 -0.691 4.194
O 1.475 -0.131 -2.708
O -0.187 2.743 -2.674
O -2.778 -0.734 -1.291
H -0.077 -0.049 -0.177
H 1.038 -2.905 0.456
H -1.462 1.353 -1.465
H 3.183 -4.256 -0.460
O -0.400 -1.572 -2.249
O 0.070 -0.605 5.170
H -0.269 -1.414 1.799
H -1.398 1.046 2.380
O -0.399 -0.627 2.383
H 2.127 -0.371 -2.017

***

A single C12H20N2O4 molecule. Source: the Open Molecules 2025 dataset; level of theory: ωB97M-V with the def2-TZVPD basis set.

The gap between HOMO and LUMO comes out at 10.067 eV. The structure (SMILES) is O=C(C(=O)N1CCC[C@H]1CO)N1CCC[C@H]1CO. As for the charge: 0. As for the total energy: -23939.49736 eV. The LUMO energy is 0.7 eV. The value obtained for the highest occupied orbital energy is -9.365 eV. As for the energy above the lowest of the compared OMol25 structures with the same formula, charge and spin: 0.00 kJ/mol.

Atoms and positions in Å:
H -2.062 1.831 1.076
O 0.615 1.703 0.128
C -3.461 0.010 -1.592
H 1.881 -1.842 -1.431
C 3.098 0.357 0.215
C 0.664 0.503 -0.131
H -2.849 -1.648 -0.390
C -1.820 0.797 1.339
H -3.720 1.805 -2.308
H 4.918 -0.747 0.696
H 3.607 -2.953 -0.138
C -2.981 -0.567 -0.256
O 3.081 2.791 -0.091
N 1.789 -0.215 -0.116
O -0.577 -0.971 -1.560
H -3.452 0.787 2.790
C -0.594 -0.241 -0.576
C -3.921 -0.226 0.906
O -3.706 1.392 -1.441
C 4.062 -0.816 0.029
C 1.873 -1.646 -0.354
H -4.384 -0.512 -1.889
C 3.195 -2.043 0.292
N -1.697 0.007 0.132
H -4.511 0.647 0.628
H 2.117 2.737 0.062
C 3.469 1.576 -0.653
H -2.644 -0.775 2.567
H 4.421 -0.830 -1.002
H 3.079 0.691 1.262
H 3.038 1.440 -1.657
H -0.894 0.789 1.913
H -2.692 -0.181 -2.347
H 1.015 -2.164 0.076
H 4.558 1.623 -0.746
H 3.062 -2.189 1.365
C -2.986 0.129 2.059
H -4.591 -1.049 1.142

***

A gas-phase ion, C4H12NO (charge +1). Source: the Open Molecules 2025 dataset; level of theory: ωB97M-V with the def2-TZVPD basis set.

The gap between HOMO and LUMO comes out at 10.205 eV. The structure (SMILES) is [NH3+]CCCCO. As for the charge: +1. As for the total energy: -7872.69604 eV. The LUMO energy is -3.8 eV. The value obtained for the highest occupied orbital energy is -13.991 eV. As for the energy above the lowest of the compared OMol25 structures with the same formula, charge and spin: 153.89 kJ/mol.

Atoms and positions in Å:
C -1.497 0.883 0.716
H -0.954 2.613 0.082
H 0.353 -0.529 -1.855
H -2.499 1.262 0.495
H 2.317 -0.237 -0.633
C 1.406 -0.539 -0.086
H -1.458 0.474 1.721
H -1.840 -0.247 -1.190
C 0.288 0.075 -0.943
H 2.014 -2.398 -0.802
H 1.780 -0.100 0.839
H 0.446 -2.364 -0.240
O -0.622 2.025 0.740
H -1.199 -1.159 0.040
H 0.503 1.119 -1.121
H 1.753 -2.429 0.790
C -1.127 -0.134 -0.373
N 1.401 -2.031 -0.086

***

A single C3H7OPS2 molecule. Source: the Open Molecules 2025 dataset; level of theory: ωB97M-V with the def2-TZVPD basis set.

The gap between HOMO and LUMO comes out at 8.860 eV. The structure (SMILES) is C[P@H](=O)SCC=S. As for the charge: 0. As for the total energy: -36230.56822 eV. The LUMO energy is -0.3 eV. The value obtained for the highest occupied orbital energy is -9.177 eV. As for the energy above the lowest of the compared OMol25 structures with the same formula, charge and spin: 182.82 kJ/mol.

Atoms and positions in Å:
H 1.148 -0.864 -1.336
S -0.332 1.294 1.129
P 0.668 1.461 -0.758
H -0.370 1.313 -1.644
O 1.324 2.738 -0.800
C -1.762 -1.253 0.781
C 1.834 0.027 -1.271
H -2.121 -2.074 1.455
H 2.680 -0.122 -0.630
H -1.738 -0.159 2.400
S -2.215 -1.369 -0.705
C -0.970 -0.320 1.624
H -0.200 -1.004 2.075
H 2.054 0.331 -2.320

***

A single C3H8N2OS molecule. Source: the Open Molecules 2025 dataset; level of theory: ωB97M-V with the def2-TZVPD basis set.

The gap between HOMO and LUMO comes out at 9.835 eV. The structure (SMILES) is NC[C@@H](O)/C=N\S. As for the charge: 0. As for the total energy: -19102.17729 eV. The LUMO energy is 0.6 eV. The value obtained for the highest occupied orbital energy is -9.203 eV. As for the energy above the lowest of the compared OMol25 structures with the same formula, charge and spin: 224.30 kJ/mol.

Atoms and positions in Å:
H -1.492 0.446 1.071
H 1.345 -0.368 0.309
S 0.689 2.132 -1.181
H -1.294 -2.719 0.615
C 0.201 -1.722 1.434
H 0.981 -2.465 1.213
N -0.524 1.609 -0.147
H 0.529 -1.279 2.367
O 0.151 -1.342 -1.040
C -0.576 0.477 0.430
H 0.574 -0.738 -1.681
C 0.337 -0.706 0.282
H 0.050 3.233 -1.510
N -1.033 -2.451 1.579
H -1.790 -1.884 1.947

***

What is the formula in the seventh record? C4H27NO9S

***

What is the charge in the sixth record? 0